Molecular formula: C4H8O
Method: DFT, wB97M-V/def2-TZVPD

The geometry in XYZ format:
```
13
C4H8O (wB97M-V/def2-TZVPD)
C -1.55954 -0.19803 0.11930
C -0.30362 -0.54784 -0.67820
C 0.95863 -0.54505 0.16359
C 1.59352 1.68135 0.00541
O 1.14587 0.74932 0.79568
H -2.46449 -0.39487 -0.46401
H -1.61997 -0.78457 1.04403
H -1.56306 0.86069 0.39736
H -0.16005 0.16853 -1.49637
H 1.84401 -0.75292 -0.44284
H -0.39688 -1.54315 -1.13110
H 0.89546 -1.25639 0.99323
H 1.63014 2.56293 0.69393
```

Summary:
gap between HOMO and LUMO = 9.43 eV

---

Molecular formula: C4H8O
Method: DFT, wB97M-V/def2-TZVPD

The geometry in XYZ format:
```
13
C4H8O (wB97M-V/def2-TZVPD)
C 1.11367 0.29692 1.50419
C -0.18058 0.31518 -0.05972
O 0.42660 -0.99945 0.54485
C -0.09329 0.21932 -1.54921
C -1.41052 -0.01122 -0.85369
H 1.83851 0.84530 0.91388
H 1.61479 -0.44210 2.14784
H 0.48000 0.95938 2.08378
H -0.26388 -1.36680 1.12186
H 0.06791 1.14231 -2.10225
H 0.37975 -0.65694 -1.98887
H -2.19747 0.73743 -0.91047
H -1.77550 -1.03933 -0.85221
```

Summary:
gap between HOMO and LUMO = 8.04 eV

---

Molecular formula: C4H8O
Method: DFT, wB97M-V/def2-TZVPD

The geometry in XYZ format:
```
13
C4H8O (wB97M-V/def2-TZVPD)
C 1.43627 1.03116 1.52013
C 1.36032 0.86504 0.05510
O 2.32705 0.68682 -0.63245
H 1.08460 1.98900 1.89022
H 0.91142 0.25019 2.07715
H 2.49195 0.82698 1.74122
H 0.37753 0.95744 -0.42714
C -2.21749 -0.97411 -0.69929
C -1.13796 -1.25103 -1.41524
H -2.60440 0.03413 -0.64309
H -2.68853 -1.65905 -0.01714
H -0.65351 -0.52069 -2.04998
H -0.68726 -2.23587 -1.39950
```

Summary:
gap between HOMO and LUMO = 10.89 eV

---

Molecular formula: C4H8O
Method: DFT, wB97M-V/def2-TZVPD

The geometry in XYZ format:
```
13
C4H8O (wB97M-V/def2-TZVPD)
C -1.60789 0.37737 0.19334
C -0.52269 -0.61014 0.54132
O 0.60984 -0.76432 -0.42078
C 0.72531 -0.23600 1.21787
C 1.39403 0.33881 -0.95370
H -2.20597 0.55926 1.09536
H -2.28378 -0.00400 -0.58180
H -1.19272 1.33743 -0.12212
H -0.92084 -1.62147 0.69009
H 1.18811 -1.15548 1.60142
H 0.90792 1.30880 -0.84088
H 2.34916 0.39247 -0.42227
H 1.55951 0.07726 -1.99784
```

Summary:
gap between HOMO and LUMO = 9.03 eV

---

Molecular formula: C4H8O
Method: DFT, wB97M-V/def2-TZVPD

The geometry in XYZ format:
```
13
C4H8O (wB97M-V/def2-TZVPD)
C 0.34768 1.40196 0.17621
C 0.37143 -0.08772 -0.24952
C -1.01782 -0.49652 -0.71728
C 0.74090 -1.12218 0.89551
O -0.11344 -1.93034 1.18065
H 0.06713 2.12397 -0.61496
H -0.38747 1.54200 0.97700
H 1.33363 1.70130 0.53140
H 1.01878 -0.18184 -1.14245
H -1.06887 -1.52801 -1.08430
H -1.20080 0.20541 -1.52814
H -1.77106 -0.38395 0.07286
H 1.67989 -1.24408 1.50302
```

Summary:
gap between HOMO and LUMO = 10.75 eV

---

Molecular formula: C4H8O
Method: DFT, wB97M-V/def2-TZVPD

The geometry in XYZ format:
```
13
C4H8O (wB97M-V/def2-TZVPD)
C 0.73038 0.40075 -1.52791
C -0.20141 0.32642 -0.31374
C -1.45592 -0.46690 -0.61797
C 0.53702 -0.32835 0.83920
O 0.50968 0.07634 1.97090
H 0.38001 1.10631 -2.27990
H 1.75544 0.62592 -1.23643
H 0.75108 -0.58599 -2.00346
H -0.30266 1.34541 0.05202
H -1.68401 -0.43879 -1.68391
H -1.36861 -1.52624 -0.37625
H -2.34746 -0.09728 -0.10745
H 1.19113 -1.18830 0.57953
```

Summary:
gap between HOMO and LUMO = 10.77 eV

---

Energy above the lowest of the compared OMol25 structures with the same formula, charge and spin per entry: 3.048, 6.442, 1.498, 4.903, 0.725, 0.458 eV
HOMO level per entry: -8.61, -7.12, -9.86, -7.96, -9.77, -9.71 eV
LUMO level per entry: 0.823, 0.913, 1.029, 1.067, 0.979, 1.060 eV